Entry from the OMol25 dataset: a structure of composition C11H27F2FeNO4S3 (ωB97M-V/def2-TZVPD).

Calculated values
* 2S+1: 5
* HOMO energy (spin up / spin down): -0.2455 / -0.2417 hartree

Last column: natural (NBO) charge in e.
Geometry (Å):
Fe -18.39683 0.38342 -30.91734  1.604
F -17.27388 0.05352 -32.50586  -0.850
F -19.00138 2.33850 -31.31249  -0.875
C -16.31305 1.80056 -28.67026  -0.245
O -16.69697 0.67644 -29.45095  -0.732
H -15.45509 1.49807 -28.06984  0.164
H -16.09926 2.65502 -29.31235  0.219
H -17.14089 2.05548 -28.00859  0.153
H -16.62312 -0.05120 -28.82911  0.474
N -16.54314 3.58029 -31.61973  -0.508
C -15.36155 3.00615 -31.94780  -0.088
C -14.45808 3.97396 -32.18951  -0.321
C -15.10113 5.19291 -31.90295  -0.330
C -16.41378 4.91462 -31.47215  -0.094
H -17.36816 3.03872 -31.40493  0.460
H -15.29049 1.93688 -32.08201  0.229
H -13.42513 3.89254 -32.49411  0.209
H -14.62604 6.16213 -31.86680  0.202
H -17.25655 5.49198 -31.12172  0.206
C -20.35078 -0.55636 -33.90753  -0.749
S -21.42550 -0.40137 -32.33570  1.178
O -20.41174 0.12803 -31.28759  -1.012
C -22.33856 1.09475 -32.87342  -0.819
H -21.05358 -0.76920 -34.71305  0.209
H -19.74703 -1.45864 -33.81010  0.233
H -19.76494 0.34008 -34.11068  0.273
H -22.80166 1.52896 -31.98737  0.240
H -23.00412 0.89885 -33.71410  0.230
H -21.73443 1.94077 -33.20110  0.264
C -18.73016 -3.97566 -31.61742  -0.829
S -18.33470 -3.07780 -30.06256  1.253
O -18.64753 -1.62861 -30.34276  -1.010
C -19.73911 -3.70197 -28.99709  -0.801
H -18.24331 -3.43117 -32.42650  0.262
H -19.76473 -3.72449 -31.85125  0.226
H -18.50283 -5.04169 -31.61688  0.239
H -19.35885 -3.25789 -28.07715  0.227
H -19.74647 -4.79142 -28.96328  0.232
H -20.75728 -3.36490 -29.19155  0.233
C -21.65856 -0.01860 -28.49369  -0.779
S -20.07418 0.47536 -27.66727  1.246
O -19.17608 0.43957 -28.91856  -1.018
C -20.50280 2.23112 -27.50674  -0.858
H -22.35220 -0.17010 -27.66664  0.207
H -21.66686 -0.93674 -29.08109  0.246
H -22.04810 0.79548 -29.10494  0.244
H -20.94815 2.85365 -28.28277  0.264
H -19.66119 2.87118 -27.24195  0.259
H -21.05459 2.42876 -26.58774  0.230

***

Entry from the OMol25 dataset: a structure of composition C8H6Br2O (ωB97M-V/def2-TZVPD).

Calculated values
* relative energy (zero: lowest compared OMol25 entry of this formula, charge and spin): 20.7 kcal per mole
* HOMO energy (spin up / spin down): -0.2944 / -0.2944 hartree

Last column: natural (NBO) charge in e.
Geometry (Å):
C 0.39301 -1.50503 -0.03149  -0.127
C -0.22766 1.95710 -0.32283  0.109
C -0.25496 -0.31706 -0.15967  -0.092
C 0.53266 0.86058 -0.22857  -0.096
C -1.65279 0.19940 -0.30837  0.179
C -2.79697 -0.51961 -0.21822  -0.088
C 1.87469 -1.17236 0.21642  -0.420
C 1.93396 0.44939 0.10247  -0.424
O -1.58689 1.56539 -0.35888  -0.444
Br -4.56066 1.28151 0.09315  -0.202
Br -3.12590 -2.25497 -0.07206  0.260
H 0.12637 -2.49959 0.04129  0.221
H -0.12805 3.06628 -0.11865  0.231
H 1.95562 -1.33375 1.27593  0.222
H 2.65712 -1.55104 -0.37903  0.220
H 2.75875 0.68711 -0.48708  0.223
H 2.10172 1.08667 0.95558  0.228

***

Entry from the OMol25 dataset: a cluster of 2 separate species, C6H6O2S in total (ωB97M-V/def2-TZVPD).

Calculated values
* relative energy (zero: lowest compared OMol25 entry of this formula, charge and spin): 131.2 kcal per mole
* SMILES: OS1#CC=CC=1.C=C=O
* HOMO energy: -0.3113 hartree

Last column: natural (NBO) charge in e.
Geometry (Å):
C 1.07495 -1.67641 0.57513  -0.149
C 0.73570 -1.05725 -0.64106  -0.426
C 1.38122 -0.74947 1.51123  -0.444
C 0.32454 0.20604 -0.79649  -0.344
C -2.97642 0.82189 -0.00110  0.701
C -2.28267 1.48611 -0.92351  -0.848
O -3.51476 0.11472 0.74027  -0.487
O 2.46499 1.24910 0.25677  -0.825
S 1.01318 0.86448 0.84521  1.042
H 1.20808 -2.73115 0.77411  0.235
H 0.32541 -1.79338 -1.45963  0.230
H 1.71964 -0.88716 2.47548  0.231
H 2.47153 0.82627 -0.67381  0.517
H -2.71285 2.32088 -1.53832  0.264
H -1.23253 1.00535 -1.14427  0.303

***

Entry from the OMol25 dataset: the molecule C2H4N6 (ωB97M-V/def2-TZVPD).

Calculated values
* relative energy (zero: lowest compared OMol25 entry of this formula, charge and spin): 56.2 kcal per mole
* SMILES: N/N=C\n1ncnn1
* HOMO energy: -0.3266 hartree

Last column: natural (NBO) charge in e.
Geometry (Å):
C 0.98123 1.10072 -0.05722  0.081
C -2.43310 0.14539 -0.00991  0.102
H 1.12383 -1.38021 0.18132  0.404
H 2.85840 -1.49290 0.07445  0.384
H 1.03316 2.15998 -0.19695  0.227
H -3.58503 0.29183 0.05743  0.243
N 2.01788 -0.84142 0.12155  -0.654
N 2.09706 0.46098 -0.16267  -0.160
N -0.26012 0.42255 0.14284  -0.039
N -1.47921 1.03775 0.06732  -0.270
N -1.80635 -1.07235 -0.11965  -0.244
N -0.54775 -0.83233 -0.09850  -0.074

***

For reference, F_max by record: 4.8; 4.4; 6.3; 5.3 eV/A.
For reference, calculated total energy by record: -3448.92845; -5531.53865; -780.66838; -407.02739 Ha.